{"formula": "C34H90O30P6", "method": "the ωB97M-V functional and the def2-TZVPD basis", "species": ["C", "O", "P", "O", "O", "C", "O", "C", "H", "H", "H", "H", "H", "H", "H", "H", "H", "C", "O", "P", "O", "O", "C", "O", "C", "H", "H", "H", "H", "H", "H", "H", "H", "H", "C", "O", "P", "O", "O", "C", "O", "C", "H", "H", "H", "H", "H", "H", "H", "H", "H", "C", "O", "P", "O", "O", "C", "O", "C", "H", "H", "H", "H", "H", "H", "H", "H", "H", "C", "O", "P", "O", "O", "C", "O", "C", "H", "H", "H", "H", "H", "H", "H", "H", "H", "C", "O", "P", "O", "O", "C", "O", "C", "H", "H", "H", "H", "H", "H", "H", "H", "H", "C", "O", "C", "C", "O", "C", "H", "H", "H", "H", "H", "H", "H", "H", "H", "H", "C", "O", "C", "C", "O", "C", "H", "H", "H", "H", "H", "H", "H", "H", "H", "H", "C", "C", "C", "O", "C", "H", "H", "H", "H", "H", "H", "H", "H", "C", "C", "C", "O", "C", "H", "H", "H", "H", "H", "H", "H", "H"], "positions_angstrom": [[-8.5293, -5.6950, -1.8687], [-7.4745, -5.1088, -1.1633], [-6.0105, -5.7259, -1.3667], [-5.9926, -7.2033, -1.3543], [-5.4264, -4.9510, -2.7378], [-5.5832, -5.5452, -4.0161], [-5.0137, -5.0691, -0.1989], [-3.7391, -5.5174, -0.2754], [-8.4508, -6.4363, -2.6640], [-9.1000, -4.8528, -2.2599], [-9.2357, -6.1742, -1.1909], [-4.5820, -5.6284, -4.4390], [-6.1167, -4.7944, -4.5991], [-6.1910, -6.4438, -4.1221], [-3.3825, -5.2434, -1.2683], [-3.6719, -6.5746, -0.0189], [-3.1160, -4.8677, 0.3393], [-6.7630, 0.4064, -0.6798], [-7.1454, 1.7677, -0.3021], [-6.8295, 2.9925, -1.3159], [-5.7533, 2.7846, -2.3105], [-6.5614, 4.2105, -0.3162], [-5.6971, 4.0971, 0.8096], [-8.3331, 3.2868, -1.9096], [-9.5834, 3.5991, -1.1431], [-7.4006, -0.1428, -1.3726], [-6.7570, -0.1674, 0.2469], [-5.7075, 0.4352, -0.9501], [-5.8271, 5.0594, 1.3047], [-4.6994, 3.8835, 0.4261], [-5.7826, 3.2101, 1.4374], [-9.3889, 3.8628, -0.1036], [-10.3935, 2.8699, -1.1519], [-10.0086, 4.4773, -1.6290], [4.0190, 5.7044, -8.2454], [3.8911, 6.2229, -6.9145], [2.6405, 7.0973, -6.4416], [2.3148, 8.2042, -7.3427], [3.0427, 7.5537, -4.9956], [4.0238, 8.5355, -4.8350], [1.5014, 5.8880, -6.2789], [0.3362, 6.0761, -5.4662], [4.6631, 6.4586, -8.6975], [3.1121, 5.7707, -8.8464], [4.3119, 4.6644, -8.3895], [4.9395, 8.0402, -4.5120], [3.6699, 9.2169, -4.0614], [4.2838, 9.1228, -5.7157], [-0.4992, 6.2725, -6.1381], [0.2622, 6.8850, -4.7393], [0.0979, 5.1727, -4.9047], [-1.0760, -0.5891, -7.0657], [-0.9111, 0.0381, -8.3434], [0.5059, -0.0798, -9.0091], [0.9993, -1.5128, -9.1244], [1.3796, 0.9555, -8.0866], [2.3148, 0.5135, -7.1458], [0.3789, 0.6824, -10.4368], [0.1088, 2.0771, -10.5067], [-2.0403, -1.0973, -7.0745], [-1.1755, 0.0194, -6.1668], [-0.3866, -1.4026, -6.8400], [3.2468, 0.2193, -7.6284], [1.9565, -0.4164, -6.7042], [2.5169, 1.1295, -6.2696], [-0.4591, 2.2746, -9.5976], [-0.5048, 2.4525, -11.3257], [1.0132, 2.6770, -10.4046], [3.4565, -3.3591, -2.9348], [3.6762, -4.1750, -4.0997], [3.0473, -5.6689, -4.3351], [1.5571, -5.7364, -4.4033], [3.7282, -6.3615, -5.6595], [3.7830, -5.5808, -6.8543], [3.8014, -6.5469, -3.1889], [5.2397, -6.4551, -3.2421], [3.3410, -2.3303, -3.2758], [4.2999, -3.5271, -2.2650], [2.5040, -3.6648, -2.5019], [4.8368, -5.7772, -7.0517], [3.6417, -4.5428, -6.5534], [3.0629, -5.8228, -7.6361], [5.5631, -7.4384, -3.5837], [5.7608, -6.2042, -2.3182], [5.6812, -5.7936, -3.9875], [-4.4812, -1.9605, 5.2989], [-5.3751, -1.2973, 6.1952], [-5.2065, 0.3476, 6.3637], [-4.1574, 1.0026, 5.5705], [-6.6485, 1.1204, 6.1297], [-7.6693, 0.4427, 5.4437], [-5.1356, 0.4828, 7.9396], [-5.9173, -0.3630, 8.7896], [-4.2554, -2.9435, 5.7122], [-3.5220, -1.4721, 5.1273], [-4.9548, -2.0532, 4.3215], [-8.0085, -0.3081, 6.1573], [-7.2414, -0.0607, 4.5768], [-8.5032, 1.0564, 5.1028], [-6.6750, -1.0390, 8.3933], [-6.4430, 0.2557, 9.5169], [-5.1347, -0.8500, 9.3714], [0.7314, 0.3341, 7.9006], [0.7470, -1.0337, 8.3420], [-0.4666, -1.5842, 8.9260], [-0.4488, -3.0497, 9.0057], [-0.4918, -3.7789, 7.7867], [0.5945, -3.6611, 6.9266], [1.7048, 0.8236, 7.9337], [0.1005, 0.8522, 8.6230], [0.2707, 0.3378, 6.9128], [-1.2399, -1.2975, 8.2134], [-0.5764, -1.0622, 9.8766], [-1.2789, -3.5040, 9.5467], [0.4256, -3.3609, 9.5773], [1.5150, -4.1009, 7.3105], [0.8829, -2.6709, 6.5736], [0.3842, -4.1903, 5.9972], [6.0364, 4.4351, 3.1750], [7.2041, 4.0145, 3.9340], [7.2678, 4.6565, 5.1731], [8.4833, 4.2086, 5.9090], [9.6816, 4.0448, 5.1259], [10.1170, 5.2885, 4.4756], [5.9459, 5.5211, 3.1532], [5.2203, 3.8962, 3.6563], [5.9119, 4.1151, 2.1404], [6.3953, 4.2783, 5.7060], [7.1411, 5.7352, 5.0808], [8.3104, 3.1683, 6.1843], [8.6703, 4.8432, 6.7753], [11.0174, 5.0272, 3.9195], [10.5005, 6.0225, 5.1842], [9.3185, 5.7302, 3.8794], [-0.6691, 0.4267, 0.5099], [-0.4873, 1.3678, -0.7087], [0.6545, 2.3380, -0.2232], [1.1284, 1.8233, 1.0420], [0.0012, 1.1431, 1.6702], [-0.0605, -0.4671, 0.3724], [-1.6996, 0.0812, 0.5923], [-1.4048, 1.8391, -1.0608], [-0.0379, 0.6909, -1.4353], [0.2267, 3.3310, -0.0854], [1.5345, 2.4294, -0.8598], [-0.5934, 1.8975, 2.1854], [0.2492, 0.5210, 2.5302], [6.0103, -2.3006, 4.1289], [6.5506, -3.6122, 3.8091], [5.4122, -4.3135, 3.0733], [4.2858, -3.5120, 3.2646], [4.6117, -2.1900, 3.5392], [6.7000, -1.4992, 3.8641], [6.1234, -2.2093, 5.2091], [6.8435, -4.1652, 4.7016], [7.3614, -3.5900, 3.0809], [5.1102, -5.3019, 3.4195], [5.6088, -4.4399, 2.0087], [3.8846, -1.6655, 4.1592], [4.6967, -1.6656, 2.5874]], "atomic_forces_ev_per_a": [[-3.0, 0.3, -0.2], [2.4, -0.1, 0.5], [1.7, 0.4, -0.2], [0.0, 1.1, -0.5], [-1.0, -1.5, 2.9], [-0.1, 1.0, -1.1], [-5.5, 0.5, -1.4], [2.7, 0.2, -0.6], [1.4, 0.2, 0.0], [0.0, 0.0, -0.3], [0.3, -0.1, 0.5], [-0.2, -0.5, -0.1], [0.0, 0.1, -0.3], [0.4, -0.3, 0.7], [0.5, -0.8, -0.3], [0.4, 0.1, -0.1], [-0.1, -0.4, 0.6], [0.9, 0.3, 1.3], [0.3, -0.4, -0.9], [-1.4, -0.1, 0.0], [-1.4, 0.0, 0.8], [-1.2, -1.0, -0.4], [1.1, -0.2, -0.5], [0.3, 0.0, 0.8], [1.0, 0.8, -0.3], [-0.1, 0.7, -0.3], [-0.3, 0.1, 0.1], [-0.2, -0.1, -0.7], [0.5, -0.4, 0.3], [0.4, 0.9, 0.0], [-1.3, 0.2, 0.2], [0.4, -0.1, -0.1], [0.8, -0.8, -0.4], [0.3, 0.1, 0.0], [-0.4, 1.6, -1.1], [-0.6, -0.8, 0.7], [-0.8, -1.8, -1.1], [-0.3, -0.2, 0.1], [-1.0, -1.2, -0.2], [1.2, 0.9, 0.7], [1.7, 2.1, 1.0], [-1.4, -0.1, -0.4], [0.5, -0.7, -0.5], [-0.5, 0.2, 0.4], [0.6, 0.2, 1.0], [0.0, 0.1, 0.2], [0.1, 0.0, 0.0], [-0.5, -0.2, -0.3], [-0.1, -0.2, -0.1], [1.1, 0.3, -0.1], [0.4, -0.2, -0.2], [-1.3, -1.4, 0.7], [-0.4, 0.3, 0.5], [2.0, -1.8, -0.9], [-0.7, 3.5, 0.3], [-0.9, 0.2, -1.2], [0.7, -2.2, 0.7], [0.2, -1.2, 0.8], [-0.4, 0.9, 2.0], [-0.1, 0.0, -0.4], [0.6, 1.0, -0.5], [0.5, 0.3, -0.5], [0.1, 0.4, -0.1], [-0.1, -0.2, 0.1], [-0.4, 0.9, -0.6], [-0.2, 0.6, -0.1], [0.2, -0.9, -0.4], [0.2, -0.2, -0.3], [-0.7, -0.8, -0.4], [-0.1, -1.4, -1.5], [-0.9, -0.8, 0.0], [2.2, 0.3, 0.7], [-1.3, 0.9, 2.3], [1.1, 0.6, 0.7], [-0.3, 1.4, -0.6], [0.9, -1.1, -0.7], [0.4, -0.1, 0.1], [-0.2, 0.3, 0.1], [0.1, 0.1, 0.4], [-0.2, 0.6, -1.4], [0.1, 0.2, -0.5], [0.1, -0.5, 0.2], [0.2, -0.1, 0.3], [-0.8, -0.1, 0.4], [-0.7, 0.4, -0.1], [0.3, -0.5, -0.7], [0.2, 2.4, 0.0], [-1.1, 0.3, 0.0], [-0.3, -0.8, 0.6], [1.5, -0.5, 0.1], [-0.1, -1.3, -0.1], [0.0, 0.0, -0.9], [0.6, 0.4, 1.7], [-0.3, 0.0, 0.0], [-0.2, 0.4, 0.4], [-0.1, -0.2, 0.0], [-0.7, -0.3, -0.4], [-0.3, -0.1, -0.2], [0.4, 0.4, 0.4], [0.6, 0.0, -0.7], [0.0, 0.4, -0.2], [-0.5, -0.7, 0.0], [-1.5, -1.1, 1.0], [1.3, -0.8, 0.3], [0.4, 2.6, -1.8], [0.9, -2.0, 0.3], [-0.6, 0.7, 0.0], [1.1, -0.1, -1.3], [0.1, -0.6, -0.1], [-0.2, 0.6, -0.2], [0.1, 0.5, -0.1], [-0.7, 0.2, 0.3], [-0.5, -0.4, 0.3], [-0.3, 0.7, 0.2], [0.5, -0.1, 0.0], [0.1, -0.2, 0.5], [-0.4, 0.4, 0.5], [-0.4, -0.3, 0.2], [0.0, -0.7, 1.1], [0.0, 0.3, -2.4], [-1.2, -0.2, -0.5], [1.4, -1.2, -0.5], [-0.2, 2.1, -0.4], [0.2, -1.3, 0.9], [-0.2, 0.1, 0.4], [-0.6, 0.7, 0.3], [1.3, -0.4, -0.1], [-0.2, 0.3, 0.8], [0.3, 0.3, -0.1], [-0.1, 0.1, 0.5], [-0.1, 0.0, 0.2], [-0.4, -0.1, -0.5], [-0.4, 0.1, 0.5], [0.2, -0.1, -0.2], [0.1, 0.0, 0.0], [1.7, -0.8, 0.6], [-0.8, -0.4, 0.7], [-0.7, -0.7, 0.1], [-0.2, 1.2, 0.0], [-0.1, -0.1, -0.3], [0.0, 0.3, 0.5], [0.3, 0.0, 0.0], [-0.5, 0.4, -0.7], [0.0, 0.2, 0.1], [-0.2, -0.2, -0.1], [-0.6, 0.4, -0.5], [0.9, -0.4, -0.5], [0.9, 2.7, 1.9], [0.8, -2.6, -1.4], [-0.5, -0.5, 0.0], [-2.2, -0.5, 0.3], [1.4, 0.4, -0.5], [-0.2, 0.2, -0.7], [-1.1, 0.1, 0.3], [0.2, 0.0, -0.2], [0.4, 0.1, 0.4], [0.4, -0.1, 0.3], [0.2, 0.2, -0.3], [-0.1, -0.4, 0.1], [-0.1, 0.4, -0.2]], "mulliken_charge": [-0.72, -0.32, 1.03, -0.68, -0.27, -0.67, -0.25, -0.69, 0.30, 0.32, 0.29, 0.28, 0.25, 0.31, 0.30, 0.27, 0.25, -0.67, -0.21, 0.95, -0.68, -0.27, -0.62, -0.40, -0.60, 0.30, 0.23, 0.32, 0.24, 0.29, 0.30, 0.27, 0.28, 0.28, -0.71, -0.28, 0.90, -0.68, -0.26, -0.72, -0.13, -0.73, 0.30, 0.29, 0.29, 0.26, 0.25, 0.35, 0.29, 0.30, 0.27, -0.73, -0.28, 0.87, -0.68, -0.08, -0.61, -0.37, -0.58, 0.28, 0.30, 0.32, 0.30, 0.18, 0.30, 0.27, 0.29, 0.23, -0.66, -0.23, 1.08, -0.69, -0.31, -0.57, -0.38, -0.72, 0.21, 0.23, 0.36, 0.28, 0.26, 0.22, 0.31, 0.29, 0.32, -0.72, -0.26, 1.04, -0.65, -0.38, -0.52, -0.37, -0.62, 0.26, 0.36, 0.27, 0.24, 0.23, 0.26, 0.29, 0.28, 0.27, -0.69, -0.34, -0.25, -0.64, -0.36, -0.63, 0.24, 0.31, 0.26, 0.23, 0.40, 0.34, 0.34, 0.29, 0.20, 0.29, -0.75, -0.30, -0.56, -0.54, -0.34, -0.62, 0.30, 0.31, 0.28, 0.44, 0.39, 0.28, 0.35, 0.24, 0.29, 0.25, -0.55, -0.35, -0.46, -0.38, -0.51, 0.23, 0.35, 0.37, 0.15, 0.26, 0.29, 0.24, 0.35, -0.55, -0.36, -0.35, -0.42, -0.35, 0.34, 0.22, 0.26, 0.25, 0.25, 0.19, 0.31, 0.22], "smiles": "COP(=O)(OC)OC.COP(=O)(OC)OC.COP(=O)(OC)OC.COP(=O)(OC)OC.COP(=O)(OC)OC.COP(=O)(OC)OC.C1CCOC1.C1CCOC1.COCCOC.COCCOC", "largest_force_ev_per_a": 5.7, "de_lowest_kcal_mol": 0.0, "homo_energy_ha": -0.349}